{
  "formula": "C3H8FN3O",
  "method": "wB97M-V/def2-TZVPD",
  "elements": ["C", "C", "C", "H", "H", "H", "H", "H", "H", "H", "H", "N", "N", "N", "O", "F"],
  "coordinates": [[-2.0030, -0.1774, -0.2449], [-0.7600, 0.6942, -0.6002], [0.4561, -0.2051, -0.4997], [-2.8312, -0.9141, 1.3495], [-1.3467, -1.7946, 0.9060], [-2.8296, 0.4551, 0.0141], [-2.1159, -0.7062, -1.2171], [-1.0414, 1.2887, -1.4999], [1.6375, -1.7168, -0.7569], [1.2389, 1.2758, 0.5582], [1.5832, -0.7614, 1.2209], [-1.8373, -0.8926, 0.9333], [0.6139, -1.3961, -0.8634], [1.6459, 0.6140, -0.1953], [2.4993, -0.3292, 0.7114], [-0.3784, 1.7067, 0.2979]],
  "lowdin_charge": [-0.29, -0.23, -0.43, 0.12, 0.08, 0.11, 0.13, 0.16, 0.11, 0.13, 0.18, -0.01, 0.15, 0.02, -0.17, -0.06],
  "e_tot_ev": -12471.9255
}


{
  "formula": "C18H79NO36",
  "method": "wB97M-V/def2-TZVPD",
  "elements": ["C", "C", "O", "N", "C", "C", "C", "O", "C", "C", "C", "C", "C", "O", "C", "C", "C", "C", "C", "C", "C", "C", "O", "H", "H", "H", "H", "H", "H", "H", "H", "H", "H", "H", "H", "H", "H", "H", "O", "H", "H", "O", "H", "H", "O", "H", "H", "O", "H", "H", "O", "H", "H", "O", "H", "H", "O", "H", "H", "O", "H", "H", "O", "H", "H", "O", "H", "H", "O", "H", "H", "O", "H", "H", "O", "H", "H", "O", "H", "H", "O", "H", "H", "O", "H", "H", "O", "H", "H", "O", "H", "H", "O", "H", "H", "O", "H", "H", "O", "H", "H", "O", "H", "H", "O", "H", "H", "O", "H", "H", "O", "H", "H", "O", "H", "H", "O", "H", "H", "O", "H", "H", "O", "H", "H", "O", "H", "H", "O", "H", "H", "O", "H", "H"],
  "coordinates": [[0.5537, 1.9012, 2.0275], [1.5553, 2.6103, 1.1615], [2.5015, 3.1224, 1.7430], [1.5023, 2.6877, -0.2526], [0.9549, 3.9476, -0.7909], [1.0768, 1.4967, -0.9216], [2.0989, 0.7667, -1.5559], [3.3854, 1.2265, -1.4652], [1.8750, -0.4009, -2.2582], [0.6098, -0.9102, -2.3536], [-0.4232, -0.2186, -1.7497], [-0.2262, 0.9686, -1.0415], [-1.4587, 1.6012, -0.4172], [-1.7384, 2.7857, -0.4210], [-2.4624, 0.6133, 0.2006], [-3.1813, 0.8381, 1.4074], [-3.0489, 2.1212, 2.2023], [-4.0127, -0.2054, 1.8123], [-4.1541, -1.3906, 1.0903], [-3.4687, -1.5899, -0.1146], [-2.6253, -0.5935, -0.5508], [-1.8206, -0.7656, -1.8120], [-2.2621, -1.2954, -2.8216], [-0.4141, 2.4043, 1.8700], [0.7881, 2.0267, 3.0972], [0.4283, 0.8294, 1.8253], [0.4739, 3.7458, -1.7524], [0.2695, 4.4567, -0.1008], [1.7940, 4.6293, -0.9998], [3.9426, 0.4786, -1.7177], [2.6757, -0.9703, -2.7275], [0.3664, -1.8328, -2.8717], [-3.0797, 2.9821, 1.5355], [-3.9245, 2.1864, 2.8532], [-2.1848, 2.1277, 2.8713], [-4.5885, -0.1326, 2.7357], [-4.7964, -2.1928, 1.4618], [-3.5461, -2.5125, -0.6874], [3.0712, -2.9058, -1.3857], [3.4598, -3.1234, -0.5282], [2.6457, -3.7290, -1.6660], [4.6187, 3.8548, 3.6133], [4.0907, 3.6800, 2.8223], [5.3571, 3.2414, 3.5365], [-1.2149, 3.5548, 4.1907], [-1.6338, 4.4253, 4.0932], [-0.2741, 3.7150, 4.0614], [-5.7522, 1.4049, -1.3139], [-5.1884, 2.1344, -1.0305], [-5.1829, 0.8893, -1.9014], [3.2613, -4.9510, -3.2335], [2.3998, -4.8919, -3.6627], [3.8851, -4.7465, -3.9385], [-1.6874, 6.0984, -1.8911], [-1.6528, 5.8581, -2.8223], [-1.9360, 5.2791, -1.4459], [-0.5180, -1.8477, -5.1669], [-0.0955, -1.0323, -4.8602], [-1.3947, -1.8222, -4.7634], [1.8426, 2.6563, 5.4323], [2.5434, 2.9739, 4.8458], [2.1955, 1.8324, 5.7921], [0.9426, 3.3144, 8.1844], [1.0125, 3.0820, 7.2468], [0.6666, 2.4983, 8.6141], [2.1775, -2.6173, -4.5255], [1.3091, -2.5619, -4.9551], [2.8004, -2.4128, -5.2302], [2.1323, 5.8836, 6.9251], [2.2084, 5.6585, 5.9935], [1.8487, 5.0599, 7.3445], [2.6177, 6.8515, 9.7721], [2.5050, 6.7048, 8.8237], [2.1507, 7.6750, 9.9396], [5.7156, 3.8730, 6.5170], [5.6273, 3.7921, 5.5608], [5.2370, 4.6818, 6.7283], [-5.6197, 3.1298, -4.0001], [-5.7279, 2.5636, -3.2258], [-4.6693, 3.1565, -4.1480], [-3.2349, -4.2612, 1.9261], [-2.2775, -4.2293, 1.8246], [-3.4619, -5.1744, 1.7207], [2.8680, -2.5808, 1.5817], [2.2382, -2.2079, 0.9525], [3.4152, -1.8311, 1.8473], [4.6193, -6.1258, -5.6186], [4.6804, -6.3696, -6.5480], [4.3349, -6.9335, -5.1801], [-6.6673, -3.4544, 1.1380], [-5.8761, -3.8841, 1.4838], [-7.2956, -4.1763, 1.0329], [0.2987, -5.3716, -2.0848], [-0.2561, -5.6057, -2.8368], [1.0311, -5.9978, -2.1305], [5.3929, -1.3363, 2.5643], [5.2687, -1.8992, 3.3373], [6.3408, -1.3701, 2.3998], [4.0754, 0.4782, 5.3891], [4.6684, 1.1938, 5.6509], [4.6030, -0.0544, 4.7854], [-3.3443, 5.0884, 3.6449], [-3.5227, 5.5896, 2.8461], [-4.1735, 4.6178, 3.8148], [-3.4491, -3.8789, -3.1744], [-3.0585, -3.0485, -2.8621], [-4.3401, -3.8721, -2.8083], [6.8486, -6.3527, -7.2473], [7.4574, -5.6495, -7.0006], [7.3571, -6.9058, -7.8493], [-4.0662, -5.7965, -5.6498], [-3.7859, -5.2574, -4.8989], [-4.9748, -6.0344, -5.4446], [0.0189, 3.5842, 11.1292], [-0.3932, 4.3926, 11.4470], [0.6663, 3.8912, 10.4821], [1.3791, 0.5545, -4.9048], [0.9860, 1.4299, -5.0047], [2.3169, 0.7013, -5.0623], [3.3645, -8.2177, -7.4539], [3.4184, -8.4647, -8.3828], [3.0783, -9.0249, -7.0124], [-0.0453, 1.9965, -7.1635], [0.0159, 1.7559, -8.0930], [-0.3246, 1.1816, -6.7305], [1.2466, -6.9619, -5.3881], [0.3822, -6.8956, -5.8074], [1.8695, -6.7681, -6.1006], [-5.3058, 3.9234, 2.4338], [-5.4827, 4.4308, 1.6333], [-6.1325, 3.4550, 2.6017], [-7.1640, -1.1693, -1.5974], [-6.7744, -0.3462, -1.2768], [-8.0431, -1.1814, -1.2088]],
  "lowdin_charge": [0.03, -0.41, 0.08, -0.04, -0.03, -0.10, -0.21, 0.08, -0.03, -0.01, -0.09, -0.01, -0.25, 0.09, -0.03, -0.17, -0.05, -0.01, -0.04, 0.00, -0.09, -0.24, 0.08, 0.07, 0.08, 0.10, 0.09, 0.09, 0.09, 0.11, 0.11, 0.12, 0.07, 0.07, 0.06, 0.12, 0.07, 0.11, -0.06, 0.02, 0.02, -0.06, 0.01, 0.04, -0.07, 0.01, 0.02, -0.04, 0.05, 0.05, -0.07, 0.01, 0.02, -0.06, 0.03, 0.01, -0.06, 0.00, 0.03, -0.05, 0.03, 0.04, -0.06, 0.00, 0.05, -0.04, 0.02, 0.06, -0.05, 0.04, 0.01, -0.06, -0.01, 0.03, -0.05, -0.01, 0.04, -0.05, -0.01, 0.03, -0.05, 0.05, 0.04, -0.06, 0.03, 0.00, -0.07, 0.00, 0.04, -0.06, 0.01, 0.04, -0.05, 0.03, 0.03, -0.04, 0.05, 0.05, -0.04, 0.04, 0.02, -0.06, 0.05, 0.03, -0.05, -0.01, 0.05, -0.05, 0.04, 0.04, -0.07, -0.01, 0.03, -0.06, 0.03, 0.01, -0.03, 0.05, 0.07, -0.04, 0.05, 0.05, -0.06, 0.04, 0.02, -0.06, 0.04, 0.01, -0.06, 0.07, 0.07, -0.06, -0.01, 0.03],
  "e_tot_ev": -95149.1885
}


In the order shown, the computed Kohn-Sham gap values come out to 10.3, 8.3 eV.
In the order shown, the computed lowest unoccupied orbital energy values come out to 0.6, -0.8 eV.
In the order shown, the computed ΔE to the lowest compared entry with this formula, charge and spin values come out to 70.05, 0.00 kcal/mol.